# 1
73
Properties=species:S:1:pos:R:3 method="wB97M-V/def2-TZVPD" relative_energy_kcal_mol=1.8 multiplicity=1 e_tot_ha=-1683.85526 smiles="CC[C@@H](C)[C@H](NC(=O)OCc1ccccc1)c1nnc([C@@H](NC(=O)OCc2ccccc2)[C@@H](C)CC)o1" orbital_gap_ev=9.58
C -3.25221 6.02878 -0.77674
C -2.55052 4.87143 -0.07626
C -3.06791 3.50056 -0.52350
C -2.82051 3.24840 -2.01053
C -2.43018 2.40012 0.33934
N -1.00407 2.27774 0.11812
C -0.23470 1.66026 1.05368
O -0.55326 1.47961 2.20184
O 0.95988 1.32300 0.52465
C 1.88752 0.70429 1.41124
C 3.30602 1.04619 1.05220
C 3.61238 2.03029 0.12533
C 4.93224 2.32297 -0.17263
C 5.95585 1.63777 0.45565
C 5.65516 0.65449 1.38366
C 4.33852 0.35894 1.67909
C -3.08426 1.07707 0.10350
N -4.31683 0.80335 -0.16504
N -4.40431 -0.53942 -0.28787
C -3.22051 -1.01489 -0.08353
C -2.75880 -2.43423 -0.12590
N -1.31397 -2.48804 -0.02997
C -0.54752 -1.84884 -0.95162
O -0.94899 -1.41682 -2.00290
O 0.73773 -1.80440 -0.54552
C 1.64702 -1.20560 -1.46605
C 3.06929 -1.53429 -1.11165
C 4.09383 -0.82576 -1.72816
C 5.41404 -1.11246 -1.44004
C 5.72630 -2.10621 -0.52722
C 4.71094 -2.81119 0.09240
C 3.38737 -2.52949 -0.20050
C -3.41132 -3.27616 0.98627
C -3.30511 -2.56795 2.33747
C -4.87903 -3.56925 0.65612
C -5.05542 -4.59970 -0.45274
O -2.33034 -0.03914 0.17748
H -2.92418 6.97510 -0.35346
H -4.32946 5.95151 -0.65004
H -3.02884 6.03904 -1.83977
H -2.70371 4.96708 1.00070
H -1.47606 4.92693 -0.26210
H -4.14450 3.44097 -0.33864
H -1.79350 3.48209 -2.28449
H -3.47907 3.87036 -2.60920
H -3.02908 2.21098 -2.26094
H -2.55335 2.64574 1.40358
H -0.70246 2.18234 -0.84042
H 1.74364 -0.38265 1.36054
H 1.65999 1.02857 2.43563
H 2.81306 2.56730 -0.36201
H 5.15957 3.09152 -0.89688
H 6.98527 1.86812 0.22480
H 6.44970 0.11561 1.87777
H 4.10426 -0.41035 2.40025
H -3.03780 -2.83730 -1.10698
H -0.90691 -2.62920 0.88154
H 1.40961 -1.56169 -2.47771
H 1.49958 -0.11846 -1.45259
H 3.85074 -0.04775 -2.43682
H 6.20194 -0.55742 -1.92653
H 6.75831 -2.32883 -0.30098
H 4.94751 -3.58773 0.80506
H 2.59459 -3.08378 0.27795
H -2.85950 -4.22186 1.03035
H -3.96495 -1.70338 2.36146
H -2.29116 -2.22838 2.54104
H -3.60175 -3.24207 3.13733
H -5.36206 -3.94362 1.56072
H -5.36629 -2.63509 0.37285
H -6.11167 -4.81223 -0.59486
H -4.65815 -4.23806 -1.39723
H -4.55046 -5.52969 -0.19877


# 2
82
Properties=species:S:1:pos:R:3 method="wB97M-V/def2-TZVPD" charge=+3 multiplicity=1 e_tot_ha=-2074.17266 orbital_gap_ev="4.01 / 4.18"
Re 0.32024 0.48125 0.51144
C -0.26664 -2.71816 2.49801
C -0.72131 -2.55198 1.09716
C -1.33625 -3.54556 0.32202
C -1.71967 -2.92190 -0.83931
N -1.34175 -1.62687 -0.78345
N -0.71991 -1.41002 0.40118
B -2.06674 -0.43976 -1.46830
N -2.66947 0.37351 -0.29273
C -3.90364 0.81045 0.01261
C -3.80933 1.77555 0.99001
C -2.44227 1.91772 1.25673
C -1.79391 2.92161 2.12749
N -1.78596 1.03251 0.50312
N -1.13926 0.60758 -2.16233
C -1.41723 1.21912 -3.33531
C -0.78953 2.43823 -3.35384
C -0.13735 2.56229 -2.11829
C 0.54597 3.79333 -1.66371
N -0.35464 1.43801 -1.42505
N -2.94024 -1.04612 -2.54953
C -4.28471 -1.18749 -2.75420
C -4.46371 -1.98387 -3.84690
C -3.14135 -2.31110 -4.28885
C -2.75846 -3.16893 -5.40728
N -2.25793 -1.71601 -3.47694
H 0.22105 -3.68221 2.62210
H 0.40544 -1.92814 2.81500
H -1.14161 -2.71834 3.15125
H -1.48838 -4.57084 0.59297
H -2.22907 -3.33471 -1.68472
H -4.78428 0.42487 -0.45718
H -4.60628 2.31872 1.45446
H -2.30884 3.87342 2.02445
H -1.86128 2.63421 3.17420
H -0.74602 3.05000 1.86657
H -2.03163 0.76112 -4.08217
H -0.81052 3.17184 -4.13161
H 0.80659 4.39962 -2.52779
H -0.14311 4.37873 -1.05271
H 1.43787 3.61797 -1.07702
H -5.01582 -0.72089 -2.13203
H -5.38190 -2.30288 -4.29315
H -3.62980 -3.51748 -5.95512
H -2.06677 -2.65125 -6.07870
H -2.18811 -4.03495 -5.05209
C -1.13196 0.25133 4.88071
C -0.05405 0.41253 3.85535
O -0.34358 0.50397 2.64993
N 1.19146 0.44766 4.32175
C 2.35146 0.80211 3.51907
C 2.80495 -0.34606 2.64333
C 3.94189 -1.04750 3.03880
C 4.37023 -2.15377 2.32471
C 3.60323 -2.56815 1.24603
C 2.49036 -1.82342 0.90444
N 2.10803 -0.71792 1.55471
H -2.09189 0.08719 4.40271
H -1.19459 1.15097 5.49208
H -0.91847 -0.58115 5.54669
H 1.33564 0.33718 5.31616
H 3.16450 1.06509 4.19650
H 2.10646 1.69854 2.94012
H 4.48144 -0.72690 3.91644
H 5.26355 -2.68621 2.61136
H 3.85643 -3.44422 0.67032
H 1.87535 -2.15679 0.08241
C 3.78487 0.37641 -2.23027
C 2.76868 0.66643 -1.20291
N 1.64827 -0.00001 -1.10566
O 1.44009 -1.06357 -1.94302
C 2.88572 1.73813 -0.24605
C 4.04210 2.66718 -0.15710
N 1.82028 1.85862 0.51403
O 1.59649 2.73836 1.36256
H 3.35974 -0.21376 -3.04029
H 4.60473 -0.20476 -1.80467
H 4.22423 1.29257 -2.61836
H 0.56075 -1.00063 -2.36451
H 4.97892 2.11443 -0.11072
H 3.94374 3.29022 0.73078
H 4.08845 3.32370 -1.02787


# 3
73
Properties=species:S:1:pos:R:3 method="wB97M-V/def2-TZVPD" charge=+4 multiplicity=5 e_tot_ha=-4126.05870 orbital_gap_ev="6.50 / 4.54"
Ru 0.42208 1.09028 -0.85150
C -1.27277 -1.45293 5.43118
C -0.55203 -0.12916 5.19664
C 0.84201 -0.15227 5.87420
C -1.38441 1.03952 5.78821
C -0.34431 0.16025 3.74424
C 0.31618 1.35113 3.34671
C 0.50483 1.63766 2.03087
N 0.06060 0.78282 1.05974
C -0.57299 -0.39675 1.39973
C -0.78160 -0.70458 2.71255
C -0.96757 -1.20084 0.23465
C -1.66514 -2.37597 0.25441
C -1.99544 -3.04450 -0.94602
C -1.57237 -2.43754 -2.14585
C -0.87042 -1.26463 -2.13322
N -0.57374 -0.64989 -0.95781
C -2.76316 -4.33741 -0.97908
C -3.12432 -4.82941 0.41972
C -4.05133 -4.09784 -1.80231
C -1.88658 -5.38839 -1.69870
H -1.39188 -1.59365 6.50410
H -0.70367 -2.30836 5.05954
H -2.27485 -1.46473 4.99611
H 0.69682 -0.39830 6.92566
H 1.34615 0.81283 5.83135
H 1.49126 -0.91223 5.43682
H -1.57298 0.81541 6.83772
H -2.34869 1.14309 5.28816
H -0.85755 1.99259 5.74717
H 0.67469 2.05578 4.08347
H 0.99963 2.54499 1.70403
H -1.28812 -1.62458 2.96993
H -1.97594 -2.79881 1.19979
H -1.79493 -2.89008 -3.10211
H -0.53056 -0.78724 -3.04319
H -3.77473 -4.13146 0.95248
H -2.24134 -5.04173 1.02760
H -3.67485 -5.76358 0.32410
H -4.66755 -3.30950 -1.36638
H -4.63289 -5.01906 -1.79791
H -3.84324 -3.84833 -2.84276
H -0.93588 -5.53974 -1.18431
H -1.68836 -5.12836 -2.73845
H -2.42323 -6.33643 -1.69723
Br -2.69488 6.79767 -2.33293
C -1.80061 5.27275 -1.89853
C -0.72935 4.82221 -2.69058
C -0.08071 3.67298 -2.34120
N -0.43564 2.94799 -1.24108
C -1.47834 3.38472 -0.47420
C -2.17014 4.52412 -0.76825
H -0.42136 5.37264 -3.56907
H 0.73406 3.29455 -2.94085
H -1.73836 2.78923 0.39092
H -2.98757 4.84012 -0.13428
O 1.41341 0.85571 -2.62994
C 2.58856 1.09932 -2.13842
O 2.62613 1.46733 -0.93680
C 3.80475 0.87277 -2.99181
N 5.05424 1.39705 -2.31180
C 5.49630 2.62601 -3.10086
C 5.13611 2.23269 -4.51877
C 3.76087 1.56248 -4.38094
H 3.89727 -0.21317 -3.08115
H 5.78962 0.68786 -2.36740
H 4.90773 1.59355 -1.31837
H 6.55035 2.81034 -2.90860
H 4.90567 3.46362 -2.73068
H 5.87052 1.53057 -4.91781
H 5.11527 3.09428 -5.18192
H 3.57326 0.83324 -5.16426
H 2.95800 2.29928 -4.41450


Copy entry 2 word for word.
82
Properties=species:S:1:pos:R:3 method="wB97M-V/def2-TZVPD" charge=+3 multiplicity=1 e_tot_ha=-2074.17266 orbital_gap_ev="4.01 / 4.18"
Re 0.32024 0.48125 0.51144
C -0.26664 -2.71816 2.49801
C -0.72131 -2.55198 1.09716
C -1.33625 -3.54556 0.32202
C -1.71967 -2.92190 -0.83931
N -1.34175 -1.62687 -0.78345
N -0.71991 -1.41002 0.40118
B -2.06674 -0.43976 -1.46830
N -2.66947 0.37351 -0.29273
C -3.90364 0.81045 0.01261
C -3.80933 1.77555 0.99001
C -2.44227 1.91772 1.25673
C -1.79391 2.92161 2.12749
N -1.78596 1.03251 0.50312
N -1.13926 0.60758 -2.16233
C -1.41723 1.21912 -3.33531
C -0.78953 2.43823 -3.35384
C -0.13735 2.56229 -2.11829
C 0.54597 3.79333 -1.66371
N -0.35464 1.43801 -1.42505
N -2.94024 -1.04612 -2.54953
C -4.28471 -1.18749 -2.75420
C -4.46371 -1.98387 -3.84690
C -3.14135 -2.31110 -4.28885
C -2.75846 -3.16893 -5.40728
N -2.25793 -1.71601 -3.47694
H 0.22105 -3.68221 2.62210
H 0.40544 -1.92814 2.81500
H -1.14161 -2.71834 3.15125
H -1.48838 -4.57084 0.59297
H -2.22907 -3.33471 -1.68472
H -4.78428 0.42487 -0.45718
H -4.60628 2.31872 1.45446
H -2.30884 3.87342 2.02445
H -1.86128 2.63421 3.17420
H -0.74602 3.05000 1.86657
H -2.03163 0.76112 -4.08217
H -0.81052 3.17184 -4.13161
H 0.80659 4.39962 -2.52779
H -0.14311 4.37873 -1.05271
H 1.43787 3.61797 -1.07702
H -5.01582 -0.72089 -2.13203
H -5.38190 -2.30288 -4.29315
H -3.62980 -3.51748 -5.95512
H -2.06677 -2.65125 -6.07870
H -2.18811 -4.03495 -5.05209
C -1.13196 0.25133 4.88071
C -0.05405 0.41253 3.85535
O -0.34358 0.50397 2.64993
N 1.19146 0.44766 4.32175
C 2.35146 0.80211 3.51907
C 2.80495 -0.34606 2.64333
C 3.94189 -1.04750 3.03880
C 4.37023 -2.15377 2.32471
C 3.60323 -2.56815 1.24603
C 2.49036 -1.82342 0.90444
N 2.10803 -0.71792 1.55471
H -2.09189 0.08719 4.40271
H -1.19459 1.15097 5.49208
H -0.91847 -0.58115 5.54669
H 1.33564 0.33718 5.31616
H 3.16450 1.06509 4.19650
H 2.10646 1.69854 2.94012
H 4.48144 -0.72690 3.91644
H 5.26355 -2.68621 2.61136
H 3.85643 -3.44422 0.67032
H 1.87535 -2.15679 0.08241
C 3.78487 0.37641 -2.23027
C 2.76868 0.66643 -1.20291
N 1.64827 -0.00001 -1.10566
O 1.44009 -1.06357 -1.94302
C 2.88572 1.73813 -0.24605
C 4.04210 2.66718 -0.15710
N 1.82028 1.85862 0.51403
O 1.59649 2.73836 1.36256
H 3.35974 -0.21376 -3.04029
H 4.60473 -0.20476 -1.80467
H 4.22423 1.29257 -2.61836
H 0.56075 -1.00063 -2.36451
H 4.97892 2.11443 -0.11072
H 3.94374 3.29022 0.73078
H 4.08845 3.32370 -1.02787


What did the first record say?
73
Properties=species:S:1:pos:R:3 method="wB97M-V/def2-TZVPD" relative_energy_kcal_mol=1.8 multiplicity=1 e_tot_ha=-1683.85526 smiles="CC[C@@H](C)[C@H](NC(=O)OCc1ccccc1)c1nnc([C@@H](NC(=O)OCc2ccccc2)[C@@H](C)CC)o1" orbital_gap_ev=9.58
C -3.25221 6.02878 -0.77674
C -2.55052 4.87143 -0.07626
C -3.06791 3.50056 -0.52350
C -2.82051 3.24840 -2.01053
C -2.43018 2.40012 0.33934
N -1.00407 2.27774 0.11812
C -0.23470 1.66026 1.05368
O -0.55326 1.47961 2.20184
O 0.95988 1.32300 0.52465
C 1.88752 0.70429 1.41124
C 3.30602 1.04619 1.05220
C 3.61238 2.03029 0.12533
C 4.93224 2.32297 -0.17263
C 5.95585 1.63777 0.45565
C 5.65516 0.65449 1.38366
C 4.33852 0.35894 1.67909
C -3.08426 1.07707 0.10350
N -4.31683 0.80335 -0.16504
N -4.40431 -0.53942 -0.28787
C -3.22051 -1.01489 -0.08353
C -2.75880 -2.43423 -0.12590
N -1.31397 -2.48804 -0.02997
C -0.54752 -1.84884 -0.95162
O -0.94899 -1.41682 -2.00290
O 0.73773 -1.80440 -0.54552
C 1.64702 -1.20560 -1.46605
C 3.06929 -1.53429 -1.11165
C 4.09383 -0.82576 -1.72816
C 5.41404 -1.11246 -1.44004
C 5.72630 -2.10621 -0.52722
C 4.71094 -2.81119 0.09240
C 3.38737 -2.52949 -0.20050
C -3.41132 -3.27616 0.98627
C -3.30511 -2.56795 2.33747
C -4.87903 -3.56925 0.65612
C -5.05542 -4.59970 -0.45274
O -2.33034 -0.03914 0.17748
H -2.92418 6.97510 -0.35346
H -4.32946 5.95151 -0.65004
H -3.02884 6.03904 -1.83977
H -2.70371 4.96708 1.00070
H -1.47606 4.92693 -0.26210
H -4.14450 3.44097 -0.33864
H -1.79350 3.48209 -2.28449
H -3.47907 3.87036 -2.60920
H -3.02908 2.21098 -2.26094
H -2.55335 2.64574 1.40358
H -0.70246 2.18234 -0.84042
H 1.74364 -0.38265 1.36054
H 1.65999 1.02857 2.43563
H 2.81306 2.56730 -0.36201
H 5.15957 3.09152 -0.89688
H 6.98527 1.86812 0.22480
H 6.44970 0.11561 1.87777
H 4.10426 -0.41035 2.40025
H -3.03780 -2.83730 -1.10698
H -0.90691 -2.62920 0.88154
H 1.40961 -1.56169 -2.47771
H 1.49958 -0.11846 -1.45259
H 3.85074 -0.04775 -2.43682
H 6.20194 -0.55742 -1.92653
H 6.75831 -2.32883 -0.30098
H 4.94751 -3.58773 0.80506
H 2.59459 -3.08378 0.27795
H -2.85950 -4.22186 1.03035
H -3.96495 -1.70338 2.36146
H -2.29116 -2.22838 2.54104
H -3.60175 -3.24207 3.13733
H -5.36206 -3.94362 1.56072
H -5.36629 -2.63509 0.37285
H -6.11167 -4.81223 -0.59486
H -4.65815 -4.23806 -1.39723
H -4.55046 -5.52969 -0.19877